Entry from the OMol25 dataset: a cluster of 13 separate species, C47H91N6O24P5S2 in total (wB97M-V/def2-TZVPD).

```
175
Properties=species:S:1:pos:R:3:forces:R:3
S 3.841692 -1.988170 5.210307 0.17 -0.28 1.29
S 0.095859 0.116852 1.762491 0.51 0.86 -0.65
P -0.510032 4.954651 -0.022248 -0.72 0.28 0.97
P 5.227711 3.084610 -1.916386 -1.42 -0.23 1.76
P -1.249868 -3.426289 -4.572281 -0.05 -1.31 -0.08
P 4.053985 -1.339104 -3.675107 -0.35 0.41 0.69
P -5.362663 -4.307751 1.445086 -0.39 -0.56 0.17
O 5.762053 1.559903 -1.766812 -1.06 1.76 -0.17
O 2.673020 -0.896130 -3.333142 1.24 -0.81 -0.39
O -1.804349 -2.679375 -5.867441 0.12 0.00 1.14
O -6.302874 -4.600136 0.145276 0.89 0.17 0.65
O -5.824118 -2.794429 1.863481 0.34 -3.29 0.71
O 4.217493 -2.837898 6.378853 -0.87 1.17 -2.35
O 5.024163 -0.097893 -4.000822 -0.39 -1.28 1.73
O 0.054361 4.214805 1.161257 -1.43 0.43 -1.98
O -6.130729 -5.339596 2.515616 1.50 2.40 -1.16
O -0.009508 -0.682367 2.975631 0.45 0.31 -0.66
O 3.733472 -2.553914 3.856671 0.11 0.61 1.55
O 0.729913 1.447362 1.879708 -0.85 -1.62 -0.16
O 0.304625 -2.970129 -4.499637 -2.88 0.34 -0.41
O -1.477357 -4.896520 -4.596639 0.39 1.46 0.19
O 5.743149 3.928769 -3.001101 -0.37 -0.79 0.37
O -3.883957 -4.493326 1.242401 -2.65 0.11 0.44
O 5.478888 3.699023 -0.416666 0.68 -3.57 -1.42
O 0.172143 6.384693 -0.119649 -0.95 -0.53 -0.94
O -2.140824 5.289225 0.116250 2.19 -0.30 -0.30
O -0.339265 4.353326 -1.522264 0.09 1.27 1.68
O 3.596074 2.892559 -1.909376 1.78 0.24 -0.81
O 4.106301 -2.293509 -4.985939 0.04 0.31 1.61
O 4.822943 -2.183411 -2.482260 -1.07 0.99 -1.38
O -1.961679 -2.650203 -3.350891 0.77 -0.52 -0.61
N 0.166998 0.228542 -4.280647 -0.19 1.86 0.78
N -5.891492 1.823893 -0.432219 0.34 -0.31 0.31
N 2.131509 3.516174 3.341875 0.65 0.14 0.31
N -2.151869 -1.839710 4.207129 -0.39 -1.25 0.23
N -2.143680 3.108252 3.023944 -0.06 -0.64 -0.03
N -0.871227 -4.435119 1.226633 -1.09 -0.15 1.73
C 5.345218 -2.820391 -5.472081 0.65 -0.13 -0.27
C -3.160244 -2.686066 5.959756 1.52 -1.23 1.81
C 2.324802 -0.949305 5.627092 0.43 -1.13 1.53
C 1.300590 -4.286468 1.460127 -0.53 0.07 0.69
C 2.857681 2.443685 -0.777676 0.66 -0.65 0.83
C -4.049871 -2.699263 4.907275 -1.76 -0.26 -0.08
C 4.700317 -1.748316 -1.106436 0.29 0.72 0.48
C 0.107645 -4.158786 2.160394 0.53 -0.10 -1.84
C 7.138411 1.252683 -1.697527 1.04 -0.31 0.38
C -1.138576 1.703514 -5.343449 -3.59 -2.80 0.30
C 4.760273 0.891896 -4.983667 0.72 -0.56 -1.72
C 3.486946 4.452086 4.925072 -2.42 -0.08 -1.22
C 4.257426 4.071981 3.818697 0.44 -0.59 0.14
C 4.914720 -0.504298 5.240814 -0.29 -1.22 0.69
C -0.975150 3.122401 -1.829694 -0.30 -0.47 -0.47
C -7.493504 -4.989146 2.818693 -0.42 -0.42 0.69
C -4.614118 1.327281 -0.230925 -0.58 0.36 0.01
C -3.351723 -2.768367 -3.091232 -1.58 0.24 -0.09
C -0.377320 -4.827066 0.025854 0.43 0.22 0.08
C -0.019694 2.324567 -4.979986 2.83 2.75 0.63
C -0.165556 -0.948403 -0.700274 0.00 0.65 0.18
C -1.531265 -0.973676 -0.006137 0.17 -1.24 0.11
C 0.938676 -0.789416 0.345042 -0.75 0.34 0.87
C -4.166568 2.250462 3.334205 -0.10 0.72 -0.74
C -3.989470 1.371812 -1.434174 0.99 0.10 -0.81
C -6.065206 2.139237 -1.747192 1.52 0.72 -0.88
C -1.338906 -3.031520 -7.164621 0.37 -0.01 -0.53
C -1.960233 2.081561 3.937960 -3.07 -0.55 -0.94
C -5.541495 -1.677588 1.094123 -0.51 1.73 -1.02
C -1.085772 0.415554 -4.787557 -0.09 -0.39 -1.39
C -5.816588 -5.511982 -0.845344 0.91 0.05 -0.94
C 0.983628 -4.734763 0.145051 1.24 0.37 0.21
C 0.779720 1.472922 -4.271719 0.90 -1.01 -0.37
C -1.938693 -2.279143 5.506166 0.24 1.58 -1.47
C -3.423463 -2.180264 3.820628 0.91 0.70 -0.71
C -3.450888 3.203881 2.629438 0.12 -0.39 0.84
C 5.086890 4.948620 -0.083457 -0.30 3.30 0.55
C -3.283462 1.490504 4.114771 2.57 1.10 0.31
C 2.150482 4.143755 4.514175 0.37 0.88 3.29
C 3.408785 3.447699 2.935859 1.05 -0.47 -2.13
C -4.838958 1.930751 -2.428451 -1.92 -0.36 1.43
C 3.998810 0.579624 4.729351 2.18 1.09 -0.92
C -1.570753 0.197939 0.953576 1.06 -0.06 -0.36
C 1.281805 -3.869759 -4.078050 1.89 -0.55 0.65
C 2.669830 0.535581 5.388589 -1.84 -0.68 -0.37
C -2.830448 5.756379 -1.074130 0.58 0.57 0.07
C 1.604379 6.497339 -0.021410 -0.40 -0.37 0.19
H -7.784257 -5.589783 3.680561 0.23 -0.04 0.02
H -2.130035 -3.530849 -7.723977 -0.12 0.32 0.05
H -1.526969 1.082221 0.317780 -0.10 0.42 0.41
H -3.663280 -2.055766 2.774986 -0.30 0.00 0.31
H 7.243901 0.343819 -1.105134 -0.15 0.05 0.07
H -7.601056 -3.944965 3.112360 0.10 -0.01 -0.25
H -1.003582 -2.101024 -7.622709 -0.25 -0.10 -0.23
H 5.238921 -2.966766 -6.546967 0.05 0.52 0.02
H 1.280855 -1.768504 0.680300 -0.08 0.07 0.36
H -4.643063 2.077144 -3.480405 -0.02 0.00 0.15
H -3.365263 6.693834 -0.921647 -0.33 -0.26 0.89
H 3.884860 0.629350 -5.577641 -0.06 0.13 0.05
H -2.955751 1.091837 -1.573629 -0.07 -0.15 -0.16
H 4.504630 1.532366 4.885936 -0.20 0.18 0.09
H -6.499283 -1.263466 0.779090 -0.06 -0.07 -0.39
H 1.251900 4.257135 5.102464 -0.05 0.09 -0.11
H -0.134238 -3.910012 3.183141 0.01 0.07 -0.18
H 1.357098 3.084274 2.858294 -0.09 0.14 -0.03
H -0.928189 -2.175973 5.873091 -0.31 -0.07 0.53
H -6.543286 -6.239531 -1.206841 -0.46 0.37 0.46
H -2.091296 6.110642 -1.792635 -0.06 -0.78 -0.49
H -5.244935 2.242097 3.275384 -0.02 -0.46 0.19
H -1.456699 -1.473502 3.572515 0.15 -0.03 0.25
H 0.951488 -4.868734 -3.793363 -0.50 0.22 -0.02
H 4.349373 5.044490 0.713403 -0.51 -0.82 -0.10
H 7.716841 2.031956 -1.201283 -0.10 0.12 0.00
H 5.331664 4.167174 3.761018 -0.05 -0.12 -0.29
H -1.396634 3.553622 2.510456 0.30 0.17 0.07
H 4.536070 -2.548289 -0.384511 0.04 -0.55 -0.67
H 5.644971 -3.803932 -5.110301 -0.69 -0.09 0.63
H -6.958624 2.664096 -2.051722 0.00 -0.26 -0.13
H -1.797006 -0.393120 -4.868754 0.16 0.04 -0.01
H 3.953401 0.506017 3.642786 -0.36 -0.18 -0.09
H 1.715704 7.105893 0.876006 0.77 -0.01 -0.30
H 5.158785 -0.417358 6.299578 -0.33 0.20 0.21
H -3.510137 4.967186 -1.395508 0.22 0.12 -0.32
H -3.829865 3.967264 1.966088 0.36 -0.02 -0.01
H 1.754944 1.623441 -3.832763 -0.02 -0.13 -0.12
H 4.744788 5.508831 -0.953650 -0.07 0.18 -0.02
H 0.046042 -1.854652 -1.267780 -0.27 0.24 -0.28
H -2.320662 -0.916078 -0.755558 -0.06 0.08 0.08
H 2.027566 -3.982818 -4.864904 -0.12 0.03 -0.16
H -0.962110 1.793842 4.233537 -0.22 -0.03 0.17
H 3.579894 2.959808 1.987659 0.42 0.07 0.06
H -1.617005 -1.945094 0.480799 -0.30 -0.02 0.36
H -4.923120 -1.837930 0.210943 0.08 -0.29 0.07
H -3.623406 -2.785587 -2.035776 0.91 0.38 0.31
H 1.896710 0.982098 4.763275 0.13 0.02 -0.30
H -0.239399 -0.047551 -1.309459 0.59 -0.13 -0.59
H 1.796887 -3.386069 -3.248089 0.00 -0.23 0.18
H 1.965829 1.912361 -1.109952 -0.08 0.49 -0.13
H 5.910330 5.503399 0.366269 0.43 0.01 -0.33
H -3.873417 -1.925713 -3.544954 0.12 0.16 0.01
H 5.628016 -1.254045 -0.818048 0.04 -0.03 -0.14
H -3.563942 0.699118 4.794065 0.24 -0.03 -0.04
H -0.170968 2.418329 -2.043397 -0.35 -0.43 0.44
H -4.185271 1.038315 0.717224 -0.49 0.18 0.05
H -1.827622 -4.529589 1.537246 -0.27 0.01 -0.47
H 2.037459 5.502932 0.086818 0.14 0.12 0.34
H 0.631494 -0.597031 -3.930277 -0.25 -0.13 0.07
H 2.680520 3.235229 -0.049556 -0.52 0.32 -0.45
H -2.388868 0.239663 1.672629 0.31 0.03 0.21
H 3.825807 4.939490 5.827291 -0.27 -0.01 -0.08
H 3.896266 -1.037105 -0.917290 -0.14 0.03 -0.57
H -6.552580 2.076724 0.288302 0.19 -0.26 -0.11
H 2.610090 1.127899 6.301656 0.35 -0.34 0.22
H 2.177626 -1.109760 6.695125 0.69 -0.04 0.32
H -1.552784 3.187408 -2.751756 0.15 0.44 -0.13
H -5.111433 -0.862384 1.675987 0.36 -0.39 0.39
H 2.276389 -4.045179 1.855081 0.04 -0.22 -0.01
H -8.190073 -5.260891 2.025574 0.28 0.21 -0.31
H 7.606459 1.038310 -2.658304 -0.42 0.23 -0.26
H -0.491084 -3.716344 -7.182763 0.07 -0.04 0.48
H 6.171495 -2.165654 -5.195154 -0.02 0.23 -0.41
H -1.712211 2.863899 -1.069410 0.36 -0.37 0.26
H 1.786451 -0.169251 0.053876 -0.17 0.01 0.01
H 0.167550 3.365064 -5.200689 0.34 0.00 0.17
H -1.008261 -5.110505 -0.803583 0.00 0.00 0.16
H -5.483615 -4.910432 -1.691134 -0.17 -0.03 -0.17
H -4.931045 -6.078109 -0.556492 -0.06 0.10 0.52
H 5.661438 0.773842 -5.585382 -0.24 0.41 -0.66
H 5.890028 -0.692248 4.791869 -0.37 0.05 -0.67
H 1.788393 -4.936393 -0.546392 -0.42 -0.10 -0.42
H 4.735621 1.949536 -4.721189 -0.23 -0.31 1.07
H -5.040879 -3.097550 5.067466 -0.12 0.16 -0.64
H -3.318816 -3.153905 6.920170 -0.12 0.20 0.05
H 1.998391 6.914388 -0.948189 -0.12 0.35 0.23
H 3.424646 1.728013 -0.182292 0.29 -0.33 -0.19
H -3.892496 -3.652924 -3.427739 0.82 -0.42 -0.67
H -2.008572 2.128890 -5.821538 0.08 -0.07 -0.08
H 1.415525 -1.468262 5.323789 0.12 0.54 -1.32
```
Forces are in eV/Å.

Output
* frontier orbital gap: 8.235 eV
* net charge: 0
* E_tot: -6483.2340 hartree

These are the Löwdin partial charges, in e, on atoms 1 to 8: S 0.75; S 0.77; P 0.50; P 0.49; P 0.44; P 0.49; P 0.56; O -0.23